Formula: C22H63N3O13
Source: the OMol25 dataset
Level of theory: the ωB97M-V functional and the def2-TZVPD basis

Calculated values
SMILES: COCCNCCOC.COCCNCCOC.COCCNCCOC.OCCO.OCCO.O.O.O
calculated total energy: -2018.144800 a.u.
HOMO level: -8.6452 eV
F_max: 3.059 eV Å⁻¹

```
! wB97M-V def2-TZVPD RIJCOSX def2/J DEFGRID3
* xyz 0 1
C -0.2577 4.2706 -4.7394
O -1.0609 3.1552 -4.4948
C -1.2005 2.7965 -3.0997
C -2.2778 3.5643 -2.3276
N -3.6412 3.3567 -2.9198
C -4.4651 4.5393 -2.4810
C -5.9281 4.2080 -2.6880
O -6.3787 4.4524 -4.0409
C -6.4418 3.2635 -4.7911
H -0.1320 4.3204 -5.8209
H 0.7599 4.2577 -4.3490
H -0.7007 5.2000 -4.3815
H -0.3019 2.9111 -2.4934
H -1.4160 1.7288 -3.0577
H -2.0749 4.6273 -2.1969
H -2.2813 3.1106 -1.3365
H -3.5159 3.4971 -3.9121
H -4.1360 5.4979 -2.8820
H -4.2118 4.7814 -1.4488
H -6.5141 4.8949 -2.0774
H -6.0542 3.1763 -2.3599
H -6.9766 3.5107 -5.7082
H -6.9567 2.4928 -4.2176
H -5.4931 2.7904 -5.0449
C -0.9979 -1.3255 -1.7760
O 0.2185 -0.6991 -1.3387
C 1.0732 -0.1031 -2.3389
C 2.4399 0.2911 -1.7678
N 3.3490 -0.7407 -1.5524
C 4.5503 -0.2791 -0.8011
C 4.3430 -0.7452 0.6392
O 3.6368 0.1513 1.4830
C 3.4170 -0.4061 2.7469
H -0.8210 -2.0190 -2.5982
H -1.7548 -0.5692 -1.9835
H -1.3568 -1.9530 -0.9602
H 0.5543 0.7174 -2.8344
H 1.2794 -0.8012 -3.1502
H 2.2275 0.7494 -0.8019
H 2.9637 1.0572 -2.3396
H 2.9108 -1.5284 -1.0968
H 4.9843 0.7163 -0.8948
H 5.3987 -0.9134 -1.0581
H 5.3168 -0.8442 1.1187
H 3.8481 -1.7152 0.6888
H 4.2903 -0.9373 3.1254
H 2.6609 -1.1868 2.6637
H 3.1014 0.3478 3.4682
C -2.5706 -4.1365 0.4925
O -1.2864 -3.5215 0.6677
C -0.2097 -4.3263 1.1881
C 1.2088 -3.6314 0.8556
N 1.3887 -3.1733 -0.5244
C 1.1192 -4.2197 -1.4738
C 2.1121 -5.4640 -1.3991
O 3.4166 -5.1990 -1.9749
C 4.2831 -4.3158 -1.3168
H -3.2376 -3.3602 0.1176
H -2.9750 -4.5129 1.4321
H -2.6894 -4.8941 -0.2822
H -0.3785 -5.3717 0.9298
H -0.3117 -4.4369 2.2677
H 1.9724 -4.2851 1.2773
H 1.2870 -2.7417 1.4805
H 0.9231 -2.2941 -0.6985
H 1.1025 -3.7691 -2.4662
H 0.1307 -4.6723 -1.3954
H 1.7529 -6.2719 -2.0367
H 2.1169 -5.8948 -0.3979
H 4.5056 -4.5853 -0.2844
H 3.9572 -3.2773 -1.3742
H 5.2577 -4.3986 -1.7978
O 2.1389 3.0256 7.9001
C 1.9492 2.9440 6.5063
C 1.3554 1.5780 6.0544
O 2.3597 0.5223 6.0202
H 1.2458 3.2046 8.2033
H 1.3395 3.7914 6.1928
H 2.8197 3.1444 5.8816
H 0.8271 1.5250 5.1025
H 0.5107 1.2663 6.6688
H 2.6004 0.3354 6.9306
O -0.8425 -1.2389 2.4374
C -0.0074 -0.1445 1.8957
C -0.7272 1.1343 1.4628
O -1.4245 0.9651 0.1921
H -0.9406 -1.8992 1.7474
H 0.6233 0.0929 2.7525
H 0.5591 -0.5296 1.0479
H 0.0066 1.9274 1.3192
H -1.3706 1.4314 2.2909
H -0.8044 0.7539 -0.5097
O 0.8988 4.3146 0.6397
H 1.6459 3.8852 0.2231
H 1.2015 4.5176 1.5247
O -1.8667 -3.1815 4.3007
H -1.2332 -3.8974 4.3510
H -1.4279 -2.5090 3.7798
O -3.5745 -0.4600 2.3317
H -4.0587 -0.8715 1.6159
H -2.6553 -0.5414 2.0777
*
```

Results of the Löwdin charge analysis, in e, for atoms 1 through 5:
1. C -0.132
2. O -0.176
3. C -0.204
4. C -0.200
5. N -0.029

***

Formula: C22H64O18
Source: the OMol25 dataset
Level of theory: the ωB97M-V functional and the def2-TZVPD basis

Calculated values
SMILES: CC(C)O.CC(C)O.OCCO.OCCO.OCCO.OCCO.OCCO.OCCO.OCCO.OCCO
calculated total energy: -2230.743701 a.u.
HOMO level: -9.5777 eV
F_max: 2.391 eV Å⁻¹

```
! wB97M-V def2-TZVPD RIJCOSX def2/J DEFGRID3
* xyz 0 1
C -2.8897 3.5967 1.3098
C -3.1905 2.4139 2.2283
C -4.2336 1.3982 1.6243
O -2.0155 1.6204 2.5231
H -3.8027 4.1409 1.0681
H -2.3769 3.3027 0.3940
H -2.1755 4.2665 1.7888
H -3.5145 2.7250 3.2214
H -5.0919 1.9281 1.2111
H -4.6120 0.6950 2.3662
H -3.8462 0.8462 0.7680
H -2.2200 0.9662 3.1952
C 3.0569 -4.2203 5.1377
C 2.7966 -2.7455 5.2925
C 1.4966 -2.4307 4.5489
O 2.6824 -2.3405 6.6129
H 3.2197 -4.4451 4.0837
H 2.3434 -4.9799 5.4572
H 4.0336 -4.5491 5.4925
H 3.6385 -2.1789 4.8945
H 1.6108 -2.4248 3.4649
H 1.0929 -1.4329 4.7208
H 0.7589 -3.2000 4.7768
H 2.0260 -2.9165 7.0114
O 5.1983 2.2056 3.9629
C 4.8861 0.8592 3.7486
C 3.4505 0.6440 3.2574
O 3.3173 1.0687 1.9111
H 6.0768 2.1823 4.3493
H 5.7000 0.6420 3.0570
H 5.0980 0.3060 4.6636
H 2.6748 1.0582 3.9014
H 3.2237 -0.4221 3.2704
H 2.3962 0.9278 1.6801
O -5.2817 -0.9507 -2.9117
C -4.9012 0.1177 -2.0466
C -3.6945 0.9334 -2.5201
O -3.6855 2.3253 -2.1411
H -4.6218 -1.6479 -2.9051
H -5.7777 0.7577 -1.9450
H -4.6497 -0.2712 -1.0599
H -3.7796 0.9905 -3.6053
H -2.7444 0.4908 -2.2209
H -2.7860 2.6608 -2.1420
O 1.3230 -1.4390 -3.2820
C 2.4464 -1.4844 -4.1090
C 2.3985 -2.6613 -5.1146
O 2.0948 -2.1954 -6.4261
H 0.7580 -0.8150 -3.7436
H 2.7400 -0.5367 -4.5604
H 3.2939 -1.6071 -3.4346
H 1.7728 -3.4995 -4.8078
H 3.3579 -3.1773 -5.1510
H 2.5352 -2.7563 -7.0687
O 1.6444 -3.7513 -1.9145
C 0.3692 -4.2111 -1.5169
C 0.4206 -5.1806 -0.3145
O -0.8635 -5.5929 0.1102
H 1.4375 -3.0201 -2.5012
H -0.1719 -3.3300 -1.1722
H -0.1713 -4.6550 -2.3529
H 0.8088 -4.6277 0.5409
H 1.0754 -6.0428 -0.4404
H -1.2016 -6.2975 -0.4473
O 0.8536 4.7735 -4.6069
C -0.5313 4.4410 -4.8618
C -0.8907 3.1076 -4.1402
O -0.8778 3.3494 -2.7051
H 1.0306 5.5520 -5.1401
H -1.1042 5.2225 -4.3626
H -0.6613 4.2224 -5.9217
H -0.1451 2.3650 -4.4243
H -1.8769 2.7334 -4.4151
H 0.0204 3.4935 -2.3985
O 1.6202 3.2146 -1.8103
C 1.8154 4.2282 -0.8072
C 0.5927 4.7219 -0.0575
O -0.2337 5.4396 -1.0040
H 2.4131 3.1901 -2.3510
H 2.5011 3.7901 -0.0821
H 2.3741 5.0226 -1.3021
H 0.9149 5.3628 0.7631
H -0.0140 3.9041 0.3314
H -0.6503 4.8017 -1.5881
O -1.5014 -1.6066 2.4893
C -1.8671 -2.7952 1.8078
C -2.9808 -2.4790 0.8348
O -2.4365 -2.0082 -0.4184
H -1.8129 -1.6798 3.3944
H -0.9782 -3.2311 1.3518
H -2.1997 -3.5053 2.5650
H -3.7319 -1.8017 1.2413
H -3.6259 -3.3120 0.5554
H -2.1665 -1.0928 -0.3149
O -1.3834 0.6309 -0.0867
C -0.0613 0.8441 -0.4610
C 0.8388 -0.2802 0.0936
O 0.7278 -0.3258 1.5158
H -1.4766 1.0526 0.7707
H -0.0232 0.9507 -1.5451
H 0.3035 1.7565 0.0107
H 1.8767 -0.1674 -0.2196
H 0.4764 -1.2085 -0.3479
H -0.0833 -0.7098 1.8566
*
```

Results of the Löwdin charge analysis, in e, for atoms 1 through 5:
1. C -0.031
2. C -0.410
3. C -0.035
4. O -0.080
5. H 0.092

***

Formula: C22H65BClN10O6P4S
Source: the OMol25 dataset
Level of theory: the ωB97M-V functional and the def2-TZVPD basis

Calculated values
calculated total energy: -4124.788595 a.u.
HOMO level: -4.5261 eV
F_max: 8.445 eV Å⁻¹

```
! wB97M-V def2-TZVPD RIJCOSX def2/J DEFGRID3
* xyz -1 1
C 1.6701 -0.9761 -1.2968
C 3.0504 -0.9506 -2.1203
N 2.7553 -1.5147 -3.4504
P 4.1870 -1.9138 -4.4490
O 4.3278 -3.3082 -3.3842
C 5.4936 -2.7906 -5.5654
C 5.2370 -4.3325 -5.7404
C 6.2994 -5.2018 -4.9311
Cl 7.2654 -6.2438 -6.0991
O 5.3632 -1.0387 -3.5291
C 5.7765 0.1147 -4.2459
P 6.4331 1.3394 -2.9795
S 8.4101 1.2195 -2.9479
C 4.7170 0.5821 -5.3525
C 5.6507 1.1345 -6.5023
C 4.9114 1.6419 -7.8059
N 4.6228 3.0963 -7.7800
N 3.7252 0.8279 -8.1855
N 5.8870 1.4823 -8.9403
B 3.5738 1.6598 -4.9272
C 2.0060 1.4092 -5.2815
O 3.8645 2.9020 -4.2648
O 3.9656 -0.6203 -5.6178
H 1.0767 -0.0389 -1.4062
H 1.9005 -1.2397 -0.2279
H 1.0971 -1.8610 -1.6911
H 3.3609 0.1394 -2.2112
H 3.7623 -1.5535 -1.5172
H 2.0903 -0.9172 -3.9394
H 3.2364 -2.6935 -5.2363
H 5.2036 -3.3168 -2.9760
H 6.5081 -2.5986 -5.1032
H 5.4202 -2.3217 -6.5859
H 4.1871 -4.6552 -5.5562
H 5.4488 -4.5702 -6.8221
H 5.8340 -5.8304 -4.1386
H 7.0424 -4.5382 -4.4167
H 6.6928 -0.2380 -4.7899
H 6.1145 2.6954 -3.2625
H 5.9364 0.9494 -1.7039
H 6.3501 0.3151 -6.8212
H 6.2410 1.9940 -6.0773
H 4.6453 3.4430 -8.7407
H 3.7089 3.2691 -7.3600
H 3.9848 0.3081 -9.0295
H 3.0286 1.4953 -8.5290
H 6.7180 2.0222 -8.6804
H 6.1251 0.4923 -8.9927
H 1.5972 2.4134 -5.6067
H 1.4333 1.0413 -4.3941
H 1.8844 0.7420 -6.1759
H 3.4769 2.9322 -3.3823
O -1.3045 -0.9395 1.3220
P -1.6295 -1.5048 2.7115
N -0.0271 -1.2293 3.3288
C 0.6510 -1.9572 4.3879
C 0.3628 0.1789 3.4133
N -1.7326 -3.1393 2.1294
C -0.7606 -4.1634 2.4625
C -2.1268 -3.3111 0.7298
N -2.1667 -2.0752 4.3055
C -3.3449 -2.9710 4.3196
C -2.5633 -0.9211 5.1542
H 0.2405 -1.7500 5.3852
H 1.7102 -1.6832 4.4136
H 0.6508 -3.0314 4.2390
H -0.0051 0.6496 4.3353
H -0.0249 0.7534 2.5718
H 1.4505 0.2852 3.3910
H 0.2420 -3.9176 2.0946
H -1.0486 -5.1274 2.0321
H -0.7311 -4.3475 3.5389
H -1.2903 -3.1365 0.0455
H -2.9378 -2.6318 0.4660
H -2.5028 -4.3241 0.5554
H -4.1785 -2.5535 3.7501
H -3.6793 -3.1436 5.3468
H -3.1174 -3.9596 3.9266
H -3.3941 -0.3665 4.7110
H -1.7365 -0.2240 5.2970
H -2.8575 -1.2520 6.1523
O -4.8446 1.6308 5.2896
P -5.8887 2.6242 5.8168
N -7.1726 1.4558 5.9226
C -8.6038 1.7046 5.8608
C -6.9336 0.3666 6.8716
N -6.0172 3.4808 4.3111
C -7.2118 3.4641 3.4879
C -4.8464 3.4387 3.4324
N -6.8994 3.8690 6.5815
C -6.5323 5.2771 6.3049
C -6.8322 3.7452 8.0605
H -8.9944 2.2023 6.7579
H -9.1453 0.7595 5.7569
H -8.9015 2.2861 4.9954
H -7.1965 0.6544 7.8982
H -5.8878 0.0580 6.8730
H -7.5209 -0.5169 6.6085
H -7.4525 2.4570 3.1284
H -7.0909 4.1118 2.6146
H -8.0668 3.8871 4.0199
H -4.7883 2.4986 2.8740
H -3.9250 3.5608 4.0021
H -4.8744 4.2606 2.7111
H -5.4726 5.4641 6.4923
H -7.1195 5.9536 6.9322
H -6.7602 5.5706 5.2829
H -5.8117 3.8886 8.4277
H -7.1741 2.7655 8.3970
H -7.4826 4.4772 8.5426
*
```

Results of the Löwdin charge analysis, in e, for atoms 1 through 5:
1. C -0.111
2. C -0.319
3. N -0.164
4. P 0.527
5. O -0.291

***

Formula: C22H66O11S7
Source: the OMol25 dataset
Level of theory: the ωB97M-V functional and the def2-TZVPD basis

Calculated values
calculated total energy: -4491.987432 a.u.
HOMO level: -8.3621 eV
F_max: 11.893 eV Å⁻¹

```
! wB97M-V def2-TZVPD RIJCOSX def2/J DEFGRID3
* xyz 0 1
C 44.5440 47.5650 25.5100
C 45.8450 47.3980 26.4280
O 45.6510 46.1340 26.9690
H 44.4820 46.6760 24.8980
H 44.5680 48.2710 24.6450
H 43.5620 47.6390 26.0600
H 45.8270 48.2310 27.2600
H 46.7190 47.0520 25.8950
H 46.3260 45.8780 27.5140
C 47.0180 52.9990 28.3880
C 47.5860 52.3450 27.0700
O 46.9220 51.0730 26.9030
H 47.5120 53.8410 28.4080
H 47.0400 52.4800 29.2870
H 46.1310 53.4050 28.1730
H 48.8070 52.1780 27.2770
H 47.5270 52.8310 26.1060
H 46.7810 50.5720 27.7400
C 42.7820 50.4290 31.1510
C 44.0820 50.5680 30.4880
O 44.6510 49.2130 30.3750
H 42.0470 51.3780 31.0360
H 42.7600 50.0200 32.1480
H 42.0900 49.8140 30.5820
H 44.7780 51.0760 30.9610
H 44.1040 50.8300 29.4680
H 45.3120 49.2320 29.6880
C 48.0890 47.5370 22.8550
C 47.3060 46.4780 22.2470
O 45.9430 46.7490 22.0510
H 49.0290 47.1400 23.0030
H 47.5670 47.8900 23.7400
H 48.0300 48.5040 22.1440
H 47.3700 45.6160 23.0400
H 47.6340 46.0740 21.2350
H 45.5810 46.6880 21.3030
C 41.1610 46.5300 20.4710
S 40.6680 45.2960 21.6240
O 40.7070 43.9150 20.9280
C 42.2070 45.3580 22.6330
H 41.2270 47.3640 21.1310
H 40.4040 46.8620 19.8750
H 42.0680 46.4360 19.8230
H 42.8860 45.1960 21.9430
H 42.2100 44.7030 23.2960
H 42.2300 46.2600 23.0950
C 42.9040 44.9460 28.3280
S 42.7630 46.6750 28.8640
O 41.6070 47.2730 28.0880
C 41.9470 46.2330 30.4650
H 43.4880 44.4640 29.1130
H 43.0660 44.8990 27.2830
H 41.9800 44.5470 28.4710
H 41.9460 47.2020 31.0530
H 42.4450 45.6610 30.9380
H 41.0060 46.0700 30.1790
C 49.4460 50.2620 30.1990
S 48.3570 49.0600 29.5710
O 46.9950 49.7340 29.2300
C 49.1750 48.7880 27.9890
H 50.5740 49.8250 30.5530
H 48.9240 50.6720 31.0730
H 49.5760 51.1570 29.5000
H 50.2180 48.3400 28.1560
H 49.2770 49.8110 27.6170
H 48.4300 48.2820 27.5500
C 47.2820 43.1900 28.8540
S 47.9280 44.6130 29.7470
O 47.8650 45.6260 28.5700
C 46.5080 44.9450 30.6880
H 47.8720 43.0650 27.9130
H 46.3700 43.0160 28.5970
H 47.2900 42.2800 29.3620
H 45.4880 45.2340 30.1560
H 46.8370 45.8550 31.1300
H 46.3670 44.3310 31.5580
C 44.4150 50.9380 19.7730
S 45.5760 49.7740 20.4880
O 46.9170 50.4710 20.3340
C 45.2760 49.9930 22.2200
H 44.7820 50.8960 18.9500
H 44.5660 51.9360 20.1120
H 43.2820 50.6950 19.7320
H 44.1670 50.2100 22.2290
H 45.7980 50.8730 22.5470
H 45.6330 49.1930 22.8920
C 43.2910 51.1930 26.5350
S 42.0030 52.2440 26.9020
O 41.7950 53.0170 25.5790
C 40.7050 50.9730 26.8440
H 44.3300 51.7320 26.4200
H 43.1790 50.4720 25.7040
H 43.4330 50.5240 27.2330
H 39.7340 51.4080 26.7180
H 40.8760 50.4170 27.6340
H 40.9520 50.4440 26.1250
C 40.6260 45.7080 25.5760
S 40.0270 47.4700 25.4460
O 40.2950 47.8690 24.0490
C 38.2100 47.1510 25.4970
H 40.1450 45.1240 24.9540
H 40.2460 45.3540 26.5730
H 41.5730 45.6160 25.4750
H 37.8440 46.5980 24.8220
H 37.6230 47.9950 25.4230
H 38.0630 46.7440 26.5480
*
```

Results of the Löwdin charge analysis, in e, for atoms 1 through 5:
1. C -0.050
2. C -0.258
3. O -0.115
4. H 0.049
5. H 0.056